Density functional theory data (wB97M-V/def2-TZVPD) for a molecular structure, C56H42Cl5N6O4PZr.

For the energy, the calculation gives -5477.2868 Eh. As for the HOMO energy (alpha / beta): -0.21145 / -0.21162 Eh. The LUMO energy (alpha / beta) comes out at -0.021 / -0.021 hartree. The net charge is 0. As for the relative energy (zero: lowest compared OMol25 entry of this formula, charge and spin): 2423.82 kJ/mol. The HOMO-LUMO gap (alpha / beta) comes out at 5.1954 / 5.1980 eV.

Structure (XYZ):
```
115
Properties=species:S:1:pos:R:3:forces:R:3:lowdin_charge:R:1
C 0.42937 5.63066 0.17518 0.118 -0.205 -0.100 -0.24
N 1.64462 -0.63576 0.16472 -0.335 -0.324 -0.331 0.00
Cl -2.00521 0.47278 2.94763 -3.892 -1.743 8.522 0.63
C 3.28134 -2.55468 -3.20485 -0.035 -0.042 -0.101 -0.08
C -1.61452 -3.18559 -5.25963 0.034 -0.005 0.019 -0.07
C 0.24416 -4.60652 -0.51743 -0.042 0.006 -0.076 -0.08
H -1.56717 -7.39752 0.11259 -0.002 0.002 0.011 0.11
C -1.59548 -0.78889 -5.16704 0.037 0.038 -0.030 -0.07
H -1.75431 -4.10363 -5.81590 -0.007 0.000 -0.002 0.11
H -1.73064 0.17138 -5.64799 0.012 0.006 0.008 0.11
C -3.26132 0.02276 -1.10635 -0.092 -0.042 0.694 -0.23
P -0.43821 -2.02806 -1.44474 0.361 -0.973 -1.200 1.11
H 0.28924 6.89198 1.85741 -0.083 0.002 0.010 0.12
C 1.96498 -0.61567 4.73028 0.416 0.006 0.179 -0.74
C -1.76522 -5.21099 3.73546 0.016 -0.033 0.007 -0.09
H -4.60713 -0.59788 0.46569 0.052 -0.110 0.105 0.12
C 0.20217 5.87774 1.48969 0.177 0.199 0.129 -0.01
C 3.22900 5.23468 -0.49983 0.082 0.183 -0.019 -0.01
C -0.09963 4.82172 2.35847 0.119 -0.072 0.056 0.03
Zr -0.81937 -0.32032 0.89234 1.262 1.839 -1.357 1.70
H 0.58552 2.54302 -3.18927 -0.039 -0.045 0.000 0.11
C -2.51929 2.55093 1.53104 -1.423 -2.328 -0.355 -0.17
C 6.31001 2.93019 -3.33407 0.027 0.004 -0.004 -0.08
O -0.51706 2.59672 2.80677 -0.005 -0.789 1.457 0.04
C -1.56571 1.79311 2.40212 2.303 7.796 -7.135 -0.51
C 1.93456 -2.69550 -2.91173 0.051 -0.020 0.039 -0.07
H 1.25891 -4.23520 -0.44436 0.007 -0.025 0.020 0.11
H 7.07649 2.17648 -3.17801 -0.003 -0.004 -0.011 0.09
C -1.26428 -3.24686 -3.91736 -0.028 0.063 -0.021 -0.10
H -3.36741 -5.93720 -0.75176 -0.002 0.008 -0.008 0.11
C 3.19011 5.69104 -2.85499 -0.118 -0.022 0.022 -0.03
C -2.13768 -3.45414 2.11088 -0.037 0.324 0.028 -0.15
H -2.02876 -1.91808 -6.93942 -0.036 0.004 0.009 0.10
H 0.74782 -6.54328 0.24615 0.002 0.016 0.027 0.11
C 0.33153 1.70527 -1.23279 0.059 0.686 0.925 -0.14
C 4.23707 4.80125 -3.05620 0.012 -0.048 -0.102 -0.01
C -0.04505 -5.90622 -0.12393 0.037 -0.017 0.012 -0.07
Cl 3.39218 0.44281 2.71429 0.098 -0.085 -0.159 0.62
C -2.61369 -4.48060 2.93083 -0.028 0.065 -0.015 -0.05
H -4.03836 0.64109 -1.56814 -0.062 -0.117 -0.049 0.12
C -1.77131 -1.95996 -5.88912 -0.019 -0.017 -0.005 -0.08
C -0.40238 -4.91619 3.72740 -0.121 -0.016 0.004 -0.07
C 0.71811 0.22825 2.76388 -3.327 0.456 0.050 -0.15
H 0.27001 -5.46990 4.37020 0.027 0.013 -0.012 0.11
C 0.78545 -1.09711 5.26896 0.126 -0.222 -0.037 -0.74
H 2.25815 0.05275 0.58887 -0.062 0.059 -0.022 0.02
H -1.10505 0.07119 -3.27100 -0.003 0.013 -0.025 0.09
H 5.53604 2.53086 -3.99466 -0.004 0.003 0.004 0.09
H -4.42645 -1.81471 -0.81278 0.017 0.024 -0.044 0.12
Cl 0.81866 -2.09052 6.67662 0.020 0.065 0.033 0.68
H 2.86798 5.42625 0.50051 0.009 -0.052 0.011 0.12
C -0.18107 3.54169 1.90426 0.252 -0.378 -0.506 -0.21
C 3.54582 -1.08053 -1.32533 0.039 0.080 0.050 -0.02
C -2.35241 -5.56583 -0.68502 -0.017 -0.028 -0.051 -0.07
Cl 3.47458 -0.86040 5.52731 -0.080 0.067 -0.007 0.66
C -2.06266 -4.27261 -1.08574 0.067 -0.009 -0.041 -0.13
C -1.24311 -0.84987 -3.82804 0.028 -0.030 0.023 -0.11
H 1.31452 -3.31224 -3.54917 -0.025 0.013 0.002 0.10
N 0.09193 1.87878 0.06273 0.199 1.028 -0.424 0.06
C -3.29582 3.46485 2.43222 -0.093 0.107 -0.756 -0.06
Cl -1.82752 -1.62483 5.24309 0.324 -0.101 0.468 0.75
C 0.31502 4.29692 -0.33692 -0.106 0.047 0.278 -0.09
O 5.78959 3.22626 -2.05166 0.025 -0.009 0.035 -0.08
C -3.89390 -1.06747 -0.21503 0.149 0.164 -0.121 -0.17
C 2.20627 -1.24872 -0.99944 -0.469 -0.222 -0.337 -0.29
H 5.12631 -1.60564 -2.66922 0.003 0.019 0.017 0.11
H -3.96476 2.16200 5.65187 0.272 0.045 0.148 0.08
C 0.45692 2.76460 -2.13749 0.069 -0.788 -0.724 -0.03
C 4.07937 -1.73123 -2.42522 0.005 0.024 0.026 -0.07
C -2.98187 1.90854 0.35180 1.362 0.810 0.608 -0.08
H 0.43520 4.85965 -2.41272 0.060 -0.002 -0.003 0.12
C -1.34228 -6.38636 -0.20047 -0.001 0.008 0.004 -0.07
C -3.53418 2.07965 4.66268 0.772 1.209 -2.452 -0.10
C -0.38595 -0.84633 4.61037 -2.727 0.491 -0.722 -0.55
C -3.66766 3.26059 3.71479 -0.615 -0.178 0.878 -0.08
O -2.90231 0.08465 1.95324 -3.836 -1.259 -3.753 -0.41
H -2.84911 -3.64306 -1.48470 -0.034 -0.020 0.025 0.11
C 0.40587 4.04327 -1.70675 -0.026 0.223 -0.140 -0.01
H 4.74951 3.87253 0.15331 0.000 0.001 0.004 0.12
H 4.61639 4.64989 -4.05628 0.006 -0.004 0.005 0.10
C 0.09322 -3.91477 2.91819 0.078 0.118 -0.005 -0.01
H 6.76349 3.81200 -3.79357 -0.020 0.008 -0.001 0.10
H -0.28184 4.99844 3.40935 -0.101 -0.026 -0.011 0.13
H -3.55896 4.43415 2.01666 -0.004 0.062 0.084 0.10
C 4.78146 4.12746 -1.96971 -0.092 0.044 0.005 -0.28
C 1.37336 -2.04214 -1.81933 0.061 0.600 0.570 -0.29
C 4.28863 4.37681 -0.68587 0.004 -0.056 0.031 0.02
H -4.15031 -2.98663 1.43807 0.024 -0.099 -0.079 0.15
H 2.75188 6.22147 -3.69126 0.055 0.043 -0.005 0.12
H 3.70325 -3.07075 -4.05720 -0.005 -0.005 0.001 0.10
C 0.07513 3.19614 0.52814 0.165 -0.158 -0.049 -0.07
H 1.49422 -1.35811 0.86032 0.261 -0.190 0.358 0.06
O -0.25180 -2.20436 1.34897 0.167 -0.271 0.332 -0.34
N -2.36096 0.84483 -0.29980 -0.598 1.118 0.585 -0.18
H -2.70019 -0.48218 -1.88747 -0.037 0.132 -0.120 0.05
H -3.90359 2.28899 -0.09184 -0.010 -0.039 -0.078 0.12
H 1.14696 -3.66121 2.91099 0.006 -0.027 0.024 0.13
H -1.14237 -4.21162 -3.44541 0.027 -0.012 -0.018 0.10
H -2.16212 -0.66774 3.43021 -1.918 -2.674 1.194 -0.05
N -2.80964 -1.72476 0.54148 -0.055 -0.434 -0.415 -0.08
C -2.85518 1.04986 4.18797 -0.999 -0.758 1.332 -0.14
H 0.41888 0.68518 -1.58505 -0.094 -0.003 -0.010 0.07
C -1.06655 -2.07713 -3.18540 0.084 0.360 0.029 -0.35
C -0.75796 -3.16208 2.10508 -0.303 -0.567 0.257 -0.34
H -2.15484 -5.99109 4.37478 0.007 -0.004 0.001 0.10
C -3.10264 -2.69038 1.31910 0.202 -0.121 -0.202 -0.09
H 4.16834 -0.44751 -0.70362 0.003 -0.025 0.024 0.11
C -0.61259 0.07587 3.46077 11.547 -3.494 3.443 -0.49
N 0.67313 6.76142 -0.66515 -0.349 -0.008 -0.382 0.08
C 2.65043 5.88666 -1.59508 0.005 -0.175 0.077 -0.29
C 1.85678 -0.03216 3.48469 0.368 0.549 -1.006 -0.67
H -3.67950 -4.68213 2.93469 0.004 -0.024 0.008 0.12
H -4.16704 4.10340 4.18800 -0.112 0.046 -0.162 0.09
N 1.57452 6.82982 -1.51206 0.330 0.139 0.281 0.07
C -0.76105 -3.77846 -1.00269 0.026 0.118 0.209 -0.37
```
Forces are in eV/Å.

Density functional theory data (wB97M-V/def2-TZVPD) for a molecular structure, C56H42IMoN4O4S2Si.

For the energy, the calculation gives -4130.9988 Eh. As for the HOMO energy (alpha / beta): -0.16019 / -0.15797 Eh. The LUMO energy (alpha / beta) comes out at 0.030 / 0.009 hartree. The net charge is -1. As for the spin multiplicity: 3. As for the relative energy (zero: lowest compared OMol25 entry of this formula, charge and spin): 491.80 kJ/mol. The HOMO-LUMO gap (alpha / beta) comes out at 5.1673 / 4.5376 eV.

Structure (XYZ):
```
111
Properties=species:S:1:pos:R:3:forces:R:3:lowdin_spin:R:1
C 2.53381 0.88050 4.19858 -0.164 0.043 -0.092 0.01
S 1.42361 -0.85731 2.50831 -0.123 0.150 -0.953 0.17
H 5.86120 1.38394 2.35346 -0.003 -0.010 -0.032 0.00
H -4.32082 -1.91859 0.83636 -0.007 -0.035 -0.028 0.00
H 0.22136 4.37726 -0.70011 0.046 -0.044 -0.119 0.01
C 4.92351 1.24357 2.87194 -0.113 0.092 0.184 0.00
H 2.62951 -5.64297 1.96613 -0.055 0.011 -0.006 0.00
H 1.45131 -7.79609 2.31387 -0.025 0.047 0.007 0.00
H -1.74732 6.38486 4.48890 0.013 -0.026 -0.056 0.00
C -1.66356 2.76409 -0.00061 -0.411 0.001 0.290 0.20
C 1.53620 -2.25366 -0.59098 -0.242 0.493 0.060 -0.02
C 0.49787 3.32540 -0.59323 0.079 -0.014 0.328 0.20
H -3.96162 0.99679 3.13822 -0.036 -0.041 0.003 0.00
C 4.70562 -5.54358 -2.27618 -0.017 -0.002 -0.002 0.00
H -3.12907 4.55713 3.62530 0.059 -0.023 0.009 0.00
C -3.72221 -3.15643 3.35662 0.062 0.041 0.016 0.00
C 2.76229 0.16383 3.02844 0.181 0.357 -0.061 0.01
N 4.02384 2.19702 -2.61361 -0.002 0.096 0.073 0.05
H -4.35367 0.82918 0.97043 0.039 0.057 -0.038 0.01
H 5.72321 -5.47959 -2.64383 -0.046 0.009 0.018 0.00
H -4.41403 2.70118 2.97829 -0.013 -0.006 0.024 0.00
C -3.62157 2.01808 3.28691 0.131 -0.162 0.275 0.01
H 4.44415 -0.20999 -3.00937 0.021 -0.025 -0.010 0.00
C -2.48171 1.99165 0.97382 0.295 0.291 0.287 0.04
H -2.31544 -5.79252 1.96324 0.080 -0.016 -0.021 0.00
H 0.72780 6.25904 4.35124 -0.029 -0.031 -0.043 0.00
C 1.54574 -5.67852 1.96454 -0.026 -0.029 0.059 0.00
H -5.29815 -3.39007 4.79750 0.042 0.018 -0.011 0.00
C -4.09462 -2.65996 0.07580 0.042 0.007 -0.085 0.00
H -3.29935 -5.25826 -2.66156 -0.008 0.048 0.024 0.00
C 4.03434 -4.38747 -1.91007 0.002 -0.017 0.025 0.01
C 4.65184 1.99107 3.99931 0.209 -0.025 -0.144 0.01
N 6.37042 3.77921 4.75828 -0.093 -0.085 -0.024 0.00
H 1.79145 4.22011 3.42018 -0.081 -0.025 0.055 0.00
O -0.67387 -1.75553 0.90806 -0.721 -0.271 0.692 -0.01
H -3.42774 2.15971 4.35001 -0.020 -0.005 0.006 0.00
C 5.60331 2.98488 4.43448 0.004 -0.072 -0.020 0.00
I -1.13307 -0.49137 -2.08538 0.095 0.047 0.188 0.04
C 2.72577 -4.46013 -1.42123 -0.004 0.010 0.017 0.01
S 4.54273 -0.79570 1.13011 -0.212 0.151 -0.097 0.03
C -4.31819 -2.97011 4.59861 0.047 0.006 0.025 0.00
C -0.07278 3.24571 3.01614 -0.021 -0.080 -0.034 0.01
C -3.52687 -4.52954 -1.89159 -0.002 0.012 -0.009 0.00
C 3.45866 1.77806 4.71446 -0.141 0.204 0.283 0.00
C -2.04910 4.46912 3.58203 -0.034 0.100 -0.089 0.00
C 2.65442 3.90559 -1.64357 -0.049 0.108 0.053 0.03
C -2.87584 -3.34329 0.11952 -0.126 -0.082 0.046 0.00
C -1.80522 -1.90409 4.08182 -0.019 -0.015 -0.028 0.00
C 1.81041 2.93072 -1.07914 -0.110 -0.086 0.062 0.00
H 2.69266 -0.52440 -3.06541 0.011 0.006 0.053 0.00
N 2.94184 3.07003 6.89676 0.004 -0.107 -0.152 0.00
H -4.22473 4.16848 -1.73330 0.027 -0.057 0.036 0.01
H 3.57831 -0.81102 -1.57040 0.050 -0.048 0.131 0.00
C -2.46111 -2.61869 3.07339 -0.075 0.169 -0.014 0.00
H -1.02549 -7.85505 2.33841 0.011 0.033 -0.015 0.00
C 3.27406 1.25703 -2.05103 0.140 -0.109 -0.053 -0.01
O -1.79584 1.10958 1.85599 -0.132 0.170 0.023 0.02
C -2.60751 -4.28039 -0.88095 -0.032 0.038 -0.006 0.00
C 3.75555 3.47864 -2.35187 0.076 -0.166 -0.078 -0.01
C 3.51849 -0.16663 -2.44216 -0.011 0.091 0.026 0.00
C 0.70961 4.30470 3.45958 0.077 -0.025 0.064 0.00
C -5.01927 -2.90761 -0.92947 0.014 0.008 -0.002 0.00
H 4.51603 -3.42019 -1.98338 -0.004 -0.033 0.032 0.00
Si -1.61422 -3.00608 1.45131 -0.302 -0.319 0.059 0.00
C -1.26973 5.51446 4.05347 -0.004 0.021 0.009 0.00
H 3.12410 5.93540 -2.04652 0.035 0.030 -0.031 0.00
H 2.28991 -7.82158 -1.60212 0.011 0.049 0.005 0.00
H -1.66263 -4.81580 -0.87126 -0.064 0.009 -0.013 0.00
N -0.35623 2.49287 -0.09500 0.272 -0.238 0.222 -0.01
C -1.46035 3.32525 3.03796 -0.006 0.068 -0.195 0.01
H 1.08567 -5.76030 -0.94714 0.046 -0.008 0.003 0.00
H -5.47044 2.28741 -0.66453 0.044 0.010 -0.002 0.00
C -3.84158 1.67004 0.52002 0.023 -0.185 -0.080 0.12
C -4.73486 -3.84402 -1.91600 0.048 0.011 0.029 0.00
C 3.17352 2.49261 5.92561 0.009 0.036 -0.047 0.00
H 0.39803 2.33666 2.68506 0.111 -0.221 -0.254 0.00
C 2.10004 -5.70679 -1.32362 -0.012 0.003 -0.050 0.01
C 2.05261 -3.27175 -0.99358 0.189 -0.202 -0.196 0.07
C -0.57837 -4.53330 1.73436 0.270 0.062 -0.135 0.00
C -3.65452 -2.25112 5.58552 -0.020 -0.034 -0.080 0.00
C -2.39436 -1.72643 5.32661 -0.017 0.058 0.018 0.00
C 4.03510 0.25150 2.37618 -0.071 -0.337 -0.128 0.01
H 4.61773 -7.68488 -2.43411 -0.018 0.024 -0.015 0.00
C -3.71342 3.52679 -1.02518 -0.025 0.018 0.016 0.19
H -4.24577 -3.73044 2.59775 0.002 0.048 0.051 0.00
Mo 0.55074 -0.66124 0.14702 -0.037 -1.550 0.986 0.69
O 2.41943 5.85846 -0.16577 0.039 0.025 -0.116 0.00
H -4.11782 -2.10433 6.55477 0.028 -0.011 -0.034 0.00
H -5.96113 -2.36971 -0.94497 0.058 -0.015 -0.015 0.00
C -4.44157 2.46990 -0.37758 -0.087 0.062 -0.115 -0.01
H -5.45157 -4.03377 -2.70724 0.027 -0.004 0.042 0.00
C 0.11584 5.44653 3.97813 -0.009 -0.078 0.013 0.00
C -2.35913 2.26031 2.49023 -0.008 -0.059 -0.395 0.08
H -1.78879 4.29161 -1.51837 -0.071 -0.069 0.024 0.00
H 1.58796 0.75432 4.71196 0.020 0.003 0.012 0.00
H -1.86824 -1.17511 6.09858 -0.022 -0.019 -0.054 0.00
H 4.44162 4.20378 -2.78182 -0.051 -0.015 0.035 0.00
C 4.08434 -6.78203 -2.16226 -0.026 0.049 0.028 0.02
C 2.22804 1.60021 -1.18430 -0.194 0.025 -0.048 0.05
C 0.81985 -4.51072 1.75491 -0.085 -0.039 0.124 0.00
C -0.50634 -6.91851 2.16824 0.043 0.006 -0.006 0.00
H 1.87210 5.30531 0.40048 -0.001 -0.052 0.050 0.00
C -1.22796 -5.75241 1.95707 -0.014 -0.001 -0.025 0.00
H -0.81983 -1.48951 3.89322 -0.067 0.017 0.009 0.00
C 0.88505 -6.88350 2.16210 -0.029 0.060 -0.003 0.00
H 1.40060 5.62127 -1.95996 -0.079 0.037 -0.032 0.00
C 2.77953 -6.85832 -1.69014 0.011 0.013 -0.015 0.00
C -2.35664 3.63199 -0.87055 -0.020 -0.024 -0.043 -0.03
C 2.36500 5.37636 -1.50422 0.042 -0.014 0.106 0.00
H 1.35165 -3.57848 1.60954 -0.008 -0.055 0.023 0.00
O 1.56395 0.60272 -0.54800 1.369 1.665 -0.890 -0.01
```
Forces are in eV/Å.